Entry 1:
Formula: C17H26N2O
Source: OMol25
Level of theory: wB97M-V/def2-TZVPD

CARTESIAN COORDINATES (ANGSTROEM)
1 C 3.654 4.293 -1.584
2 C 2.986 2.962 -1.744
3 C 1.651 2.796 -1.390
4 C 1.021 1.578 -1.556
5 C 1.710 0.489 -2.077
6 C 1.028 -0.846 -2.199
7 N 0.797 -1.416 -0.884
8 C -0.427 -1.772 -0.435
9 O -1.420 -1.688 -1.131
10 C -0.429 -2.320 1.000
11 N -1.257 -1.660 1.982
12 C -1.010 -0.251 2.263
13 C 0.476 0.098 2.294
14 C -1.772 0.685 1.313
15 C -3.267 0.407 1.414
16 C -3.527 -1.062 1.097
17 C -2.676 -1.998 1.972
18 C -3.203 -2.073 3.410
19 C 3.043 0.650 -2.427
20 C 3.670 1.873 -2.267
21 H 3.346 4.963 -2.386
22 H 3.374 4.754 -0.639
23 H 4.736 4.193 -1.621
24 H 1.102 3.632 -0.982
25 H -0.018 1.467 -1.282
26 H 0.042 -0.747 -2.662
27 H 1.636 -1.534 -2.798
28 H 1.603 -1.513 -0.286
29 H -0.775 -3.357 0.933
30 H 0.598 -2.341 1.378
31 H -1.402 -0.087 3.276
32 H 1.026 -0.616 2.902
33 H 0.899 0.126 1.293
34 H 0.599 1.085 2.735
35 H -1.554 1.724 1.572
36 H -1.443 0.510 0.288
37 H -3.617 0.650 2.421
38 H -3.818 1.038 0.713
39 H -4.582 -1.302 1.237
40 H -3.270 -1.243 0.053
41 H -2.755 -3.007 1.552
42 H -4.180 -2.549 3.416
43 H -2.522 -2.662 4.018
44 H -3.302 -1.089 3.857
45 H 3.595 -0.186 -2.833
46 H 4.708 1.981 -2.551

Properties
**Kohn-Sham gap**: 8.745 eV
**Spin multiplicity**: 1
**LUMO level**: 0.794 eV
**E_HOMO**: -7.951 eV
**Electronic energy**: -23079.53101 eV

---

Entry 2:
Formula: CH4N2S
Source: OMol25
Level of theory: wB97M-V/def2-TZVPD

CARTESIAN COORDINATES (ANGSTROEM)
1 C 1.537 0.083 0.042
2 N 0.202 -0.072 0.059
3 N -0.835 0.708 0.407
4 S -2.190 -0.222 0.307
5 H 2.075 0.995 0.178
6 H 1.924 -0.951 -0.012
7 H -0.077 -1.085 -0.197
8 H -2.635 0.543 -0.783

Properties
**Kohn-Sham gap (spin up / spin down)**: 8.571 / 8.571 eV
**Spin multiplicity**: 1
**LUMO level (spin up / spin down)**: 0.630 / 0.630 eV
**E_HOMO (spin up / spin down)**: -7.941 / -7.941 eV
**Electronic energy**: -14913.86436 eV

---

Summary of relative energy (zero: lowest compared OMol25 entry of this formula, charge and spin) in kJ/mol
60.2, 360.9
(order as listed above)